1.
85
Properties=species:S:1:pos:R:3:forces:R:3 method="wB97M-V/def2-TZVPD" orbital_gap_ev="7.7 / 5.9" e_tot_ha=-3573.6980 charge=-1 mol_weight_da=1105.624 fmax_ev_per_a=0.4 multiplicity=2
Sn -0.431 -1.039 0.918 -0.3 0.0 0.1
C -2.270 0.307 -2.209 0.0 0.0 0.0
C -1.721 1.459 -1.615 0.0 -0.1 0.0
N -2.079 1.565 -0.349 0.0 0.1 0.0
N -2.866 0.489 -0.094 0.1 0.2 0.0
C -2.996 -0.280 -1.202 -0.1 -0.1 0.0
B -3.522 0.356 1.287 0.3 0.0 0.2
N -3.716 -1.150 1.584 0.0 -0.1 -0.1
C -4.763 -1.895 1.985 -0.1 0.1 0.0
C -4.313 -3.169 2.265 0.0 0.0 -0.1
C -2.940 -3.117 2.006 0.2 -0.1 0.0
N -2.592 -1.912 1.593 -0.1 0.2 0.1
N -2.511 0.924 2.339 0.0 -0.1 0.0
C -2.757 1.755 3.361 0.0 0.0 0.0
C -1.601 1.890 4.106 0.0 0.0 0.0
C -0.666 1.077 3.461 0.0 0.0 -0.1
N -1.227 0.508 2.400 -0.3 -0.1 -0.2
N -4.794 1.193 1.373 -0.2 0.0 -0.1
C -4.934 2.426 0.831 0.0 0.0 -0.1
C -6.153 2.925 1.225 0.1 0.0 0.0
C -6.692 1.909 2.031 -0.1 0.0 0.1
N -5.874 0.875 2.124 0.1 -0.1 0.1
H -2.139 -0.063 -3.210 0.0 0.1 0.0
H -1.063 2.198 -2.049 0.0 0.0 0.0
H -3.562 -1.199 -1.188 0.0 0.0 0.0
H -5.735 -1.444 2.070 0.0 0.0 0.0
H -4.890 -4.005 2.620 0.0 0.0 0.0
H -2.177 -3.876 2.099 0.0 0.0 0.0
H -3.734 2.192 3.486 0.0 0.0 0.0
H -1.457 2.487 4.989 0.0 0.0 0.0
H 0.364 0.854 3.687 0.0 0.0 0.0
H -4.152 2.838 0.214 0.0 0.0 0.0
H -6.588 3.876 0.971 0.0 0.0 0.0
H -7.642 1.885 2.544 0.0 0.0 0.0
O 2.366 -2.622 1.732 0.2 -0.1 0.0
S 1.625 -1.754 2.627 0.0 -0.2 -0.2
O 0.142 -2.204 2.614 0.2 0.1 0.0
O 1.460 -0.382 1.944 0.2 -0.1 0.1
O 2.139 -1.635 3.960 -0.2 0.1 0.1
Te 0.058 -3.974 -0.913 0.1 0.1 0.2
C -1.735 -3.648 -1.940 -0.1 0.1 -0.1
C -2.947 -4.126 -1.435 0.0 0.0 0.0
C -4.136 -3.877 -2.104 0.0 0.0 0.0
C -4.131 -3.145 -3.284 0.0 0.0 0.0
C -2.932 -2.672 -3.799 0.1 0.0 0.0
C -1.740 -2.921 -3.133 -0.1 -0.1 0.0
H -2.962 -4.683 -0.507 0.0 0.0 0.0
H -5.068 -4.245 -1.694 0.0 0.0 0.0
H -5.061 -2.940 -3.800 0.0 0.0 0.0
H -2.926 -2.099 -4.719 0.0 0.0 0.0
H -0.807 -2.544 -3.533 0.0 0.0 0.0
F 6.928 0.170 -5.442 0.0 0.0 0.0
C 6.079 0.067 -4.390 0.0 0.0 0.0
C 4.921 -0.664 -4.542 0.1 0.0 0.0
C 4.064 -0.759 -3.451 -0.1 -0.1 0.0
C 4.345 -0.137 -2.237 0.1 0.1 -0.1
C 5.534 0.586 -2.138 0.0 0.0 0.1
C 6.410 0.697 -3.207 0.0 0.0 -0.1
Sb 2.940 -0.355 -0.597 0.1 0.0 -0.2
C 2.205 1.671 -0.757 0.0 0.0 0.0
C 1.328 2.177 0.207 0.1 0.0 0.0
C 0.746 3.430 0.074 0.0 0.1 0.0
C 1.053 4.179 -1.042 0.0 0.0 0.0
F 0.490 5.402 -1.187 0.0 0.0 0.0
C 1.914 3.725 -2.020 0.0 0.0 0.0
C 2.483 2.467 -1.867 0.0 0.0 -0.1
C 4.450 0.021 0.862 0.0 -0.1 0.1
C 5.278 -1.046 1.206 0.0 0.0 0.0
C 6.289 -0.896 2.141 0.0 0.0 0.0
C 6.447 0.340 2.736 0.0 -0.1 0.0
F 7.435 0.497 3.652 0.0 0.0 0.0
C 5.637 1.414 2.444 0.0 0.0 0.0
C 4.631 1.241 1.499 0.0 0.0 0.0
H 4.710 -1.144 -5.489 0.0 0.0 0.0
H 3.150 -1.337 -3.554 0.0 0.0 0.0
H 5.786 1.074 -1.202 0.0 0.0 0.0
H 7.334 1.256 -3.139 0.0 0.0 0.0
H 1.101 1.592 1.087 0.0 0.0 0.0
H 0.053 3.814 0.811 0.0 0.0 0.0
H 2.126 4.347 -2.880 0.0 0.0 0.0
H 3.152 2.106 -2.639 0.0 0.0 0.0
H 5.123 -2.022 0.758 0.0 0.0 0.0
H 6.933 -1.718 2.424 0.0 0.0 0.0
H 5.790 2.357 2.952 0.0 0.0 0.0
H 3.982 2.075 1.259 0.0 0.0 0.0

---

2.
22
Properties=species:S:1:pos:R:3:forces:R:3 method="wB97M-V/def2-TZVPD" orbital_gap_ev=8.3 e_tot_ha=-843.7152 smiles="CCCCP(N=C=O)B(O)O" mol_weight_da=174.933 fmax_ev_per_a=10.9
C -1.951 -2.211 -0.791 -0.4 -1.1 -0.3
C -0.902 -2.338 0.462 -0.8 -0.1 0.3
C 0.087 -1.050 0.678 0.4 0.0 0.2
C -0.125 0.180 -0.384 -0.3 0.0 -0.1
P 1.377 1.419 -0.314 0.0 -1.7 -1.3
N 0.958 2.821 -1.396 -4.0 -4.3 -6.2
C 0.397 2.277 -2.552 2.5 0.9 -3.4
O 0.178 1.906 -3.836 1.3 2.9 10.4
B 1.659 2.071 1.464 -0.1 2.5 3.7
O 3.010 2.654 1.778 -2.7 -3.1 -2.3
O 0.642 2.079 2.546 0.8 0.0 -3.4
H -1.448 -2.378 -1.859 -0.9 0.5 2.4
H -2.570 -1.219 -0.821 1.3 -1.9 0.2
H -2.727 -3.111 -0.684 1.6 2.0 -0.2
H -0.304 -3.348 0.351 -1.1 2.2 0.1
H -1.541 -2.456 1.461 1.3 0.2 -2.2
H -0.060 -0.668 1.779 0.4 -0.6 -2.2
H 1.198 -1.415 0.591 -2.0 0.8 0.1
H -0.079 -0.265 -1.491 -0.3 1.1 2.4
H -1.106 0.819 -0.203 1.8 -1.6 -0.5
H 3.599 2.222 1.071 -1.0 1.2 1.4
H -0.292 2.012 2.150 2.2 0.0 0.8